Below is C8H13N3O5Pd as an isolated structure at a distorted geometry, with properties calculated with ωB97M-V with the def2-TZVPD basis set.

XYZ file:
```
30
Properties=species:S:1:pos:R:3
Pd 0.56 -0.31 0.60
O -0.41 -0.17 -1.13
C -1.33 0.57 -1.52
O -0.59 1.19 1.23
C -1.40 1.83 0.57
O -2.04 2.85 1.09
N -1.80 1.61 -0.74
C -2.87 3.51 0.09
C -2.88 2.54 -1.10
H -2.41 4.46 -0.14
H -3.85 3.67 0.53
H -2.66 3.05 -2.03
H -3.83 2.01 -1.19
C -1.95 0.38 -2.82
C -2.21 -0.83 -3.30
H -2.22 1.26 -3.40
H -1.98 -1.73 -2.75
H -2.69 -0.96 -4.27
C 4.43 -3.47 1.35
O 3.42 -3.03 0.53
C 2.53 -2.05 0.85
O 1.70 -1.71 0.02
N 2.52 -1.44 2.07
N 1.58 -0.44 2.32
H 4.02 -3.89 2.29
H 5.13 -2.64 1.58
H 5.00 -4.27 0.83
H 3.19 -1.69 2.81
H 0.96 -0.74 3.10
H 2.07 0.45 2.53
```

Properties
net charge: +2
energy: -980.313521 hartree
frontier orbital gap (alpha / beta): 0.3157 / 0.2588 Eh
highest occupied orbital energy (alpha / beta): -15.4 / -17.1 eV
LUMO energy (alpha / beta): -6.86 / -10.08 eV
spin multiplicity: 3